Run i
DFT (wB97M-V/def2-TZVPD) results for one molecule with the formula C5H4S.

```
10
Properties=species:S:1:pos:R:3
S -1.916 1.154 -1.559
C -0.782 1.594 -0.181
C 0.354 0.978 -0.205
C 0.776 -0.220 0.065
C 1.394 -1.470 0.497
C 0.230 -1.142 1.076
H -1.152 0.108 -1.773
H -0.861 2.657 0.013
H 2.227 -2.013 0.192
H -0.270 -1.647 1.875
```

Calculated values
Total charge: 0
Gap between HOMO and LUMO: 8.8 eV
Highest occupied orbital energy: -8.154 eV
Multiplicity: 1
SMILES: SC=C=C1C=C1

***

Run ii
DFT (wB97M-V/def2-TZVPD) results for C5H4S as an isolated structure.

```
10
Properties=species:S:1:pos:R:3
C -0.962 0.518 -0.417
C -0.304 0.481 -1.524
C -1.346 0.611 0.935
C -0.216 0.128 1.387
C 0.946 0.031 -0.942
S 1.497 -1.628 -0.866
H -2.253 1.006 1.455
H 0.322 -0.117 2.290
H 1.519 0.789 -0.315
H 0.798 -1.819 -2.003
```

Calculated values
Total charge: 0
Gap between HOMO and LUMO (alpha / beta): 7.3 / 7.3 eV
Highest occupied orbital energy (alpha / beta): -7.525 / -7.528 eV
Multiplicity: 1

***

Most stable = run i

***

Run i
DFT (wB97M-V/def2-TZVPD) results for a 9-piece molecular cluster, H19O9 overall.

```
28
Properties=species:S:1:pos:R:3
O 2.321 -1.934 2.067
H 2.782 -1.180 2.445
H -1.088 -3.698 -0.449
O 2.206 1.296 2.024
H 1.431 0.774 2.265
O -1.008 -1.110 -3.189
H 2.525 -0.862 -0.932
H -0.099 -1.222 -3.446
O 2.426 -0.438 -0.077
H 2.914 -2.493 1.566
H 2.083 2.154 2.455
O -1.311 -0.540 1.306
H -2.047 1.106 -2.492
H -2.138 -0.305 1.748
O -1.939 1.541 -1.633
H -2.762 1.402 -1.144
H -1.404 -1.463 1.015
O -0.900 3.037 0.548
H -1.733 -1.061 -3.813
H -0.296 3.686 0.164
O 0.295 0.950 0.021
H 3.090 0.235 0.104
H -1.841 3.146 0.401
O -1.506 -2.835 -0.374
H 1.036 0.299 0.316
H -0.610 0.473 -0.218
H -0.165 1.911 0.298
H -2.263 -2.869 -0.977
```

Calculated values
Total charge: +1
Gap between HOMO and LUMO: 10.5 eV
Highest occupied orbital energy: -13.412 eV
Multiplicity: 1

***

Run ii
DFT (wB97M-V/def2-TZVPD) results for a 9-piece molecular cluster, H19O9 overall.

```
28
Properties=species:S:1:pos:R:3
O 1.672 2.126 0.811
H 1.817 2.700 1.573
H -3.326 -1.103 -0.020
O 0.323 -0.253 -2.490
H -0.050 -0.986 -2.991
O 1.532 -0.530 1.386
H -0.672 3.013 -0.468
H 0.710 -0.553 0.714
O -1.541 3.174 -0.099
H 2.482 2.162 0.290
H 0.777 0.279 -3.153
O 0.475 0.679 3.558
H -2.329 -3.112 -2.635
H -0.256 1.284 3.642
O -2.906 -2.444 -2.247
H -3.482 -2.985 -1.692
H 0.895 0.214 4.273
O -0.547 -0.241 0.107
H 2.293 -0.444 0.727
H -0.505 0.423 -0.590
O 3.643 -1.323 0.176
H -2.189 2.801 -0.702
H -1.545 -0.368 0.122
O -3.057 -0.310 -0.511
H 4.071 -2.092 0.574
H 3.281 -1.712 -0.632
H 1.378 0.385 1.645
H -2.944 -0.785 -1.369
```

Calculated values
Total charge: +1
Gap between HOMO and LUMO: 11.0 eV
Highest occupied orbital energy: -13.872 eV
Multiplicity: 1

***

Run iii
DFT (wB97M-V/def2-TZVPD) results for a 9-piece molecular cluster, H19O9 overall.

```
28
Properties=species:S:1:pos:R:3
O 0.273 0.191 -0.046
H -0.522 0.718 -0.470
H 0.403 -0.478 -0.784
H -0.120 -0.391 0.637
O -1.505 0.666 -2.338
H -2.450 0.651 -2.311
H -1.277 -0.102 -2.877
O -0.175 0.391 2.994
H 0.185 1.183 2.516
H 0.497 -0.298 2.949
O -1.811 1.909 0.148
H -1.940 2.515 -0.520
H -2.693 1.496 0.147
O 1.052 -1.699 1.957
H 0.931 -2.598 1.816
H 1.835 -1.610 1.528
O -0.405 4.032 -0.360
H 0.109 4.823 -0.646
H 0.053 3.369 -0.879
O 2.959 -1.717 -0.173
H 3.049 -2.582 -0.599
H 3.807 -1.370 -0.213
O 0.860 -1.117 -2.327
H 1.748 -0.927 -2.638
H 0.961 -2.035 -2.318
O -1.953 -1.289 1.448
H -2.124 -2.115 1.020
H -1.749 -1.619 2.339
```

Calculated values
Total charge: +1
Gap between HOMO and LUMO: 10.2 eV
Highest occupied orbital energy: -13.632 eV
Multiplicity: 1

***

Most stable = run ii

***

Run i
DFT (wB97M-V/def2-TZVPD) results for a 2-piece molecular cluster, C4H11N2 overall.

```
17
Properties=species:S:1:pos:R:3
C -2.390 -0.590 -0.269
C -1.710 0.566 -0.011
N -0.891 0.739 1.141
H -2.413 -1.402 0.479
H -2.945 -0.698 -1.212
H -1.711 1.395 -0.711
H -1.277 0.205 1.932
H -0.913 1.732 1.422
C 1.764 0.777 -1.044
C 1.772 -1.407 0.170
N 1.280 -0.231 -0.019
H 1.851 1.754 -0.574
H 0.991 0.735 -1.826
H 2.694 0.356 -1.433
H 2.808 -1.565 -0.137
H 1.172 -2.249 0.594
H 0.404 0.102 0.536
```

Calculated values
Total charge: +1
Gap between HOMO and LUMO: 8.6 eV
Highest occupied orbital energy: -13.133 eV
Multiplicity: 1

***

Run ii
DFT (wB97M-V/def2-TZVPD) results for an isolated ion of composition C4H11N2 and charge +1.

```
17
Properties=species:S:1:pos:R:3
C 0.059 1.438 -1.995
N -0.029 0.439 -1.310
C 1.001 -0.446 -0.809
C 0.907 -0.612 0.676
C -0.622 -0.919 1.251
N -1.338 0.389 1.336
H 1.006 1.895 -2.161
H -0.898 1.893 -2.360
H -0.692 0.626 -0.549
H 2.038 -0.056 -1.059
H 0.846 -1.482 -1.252
H 1.082 0.365 1.187
H 1.707 -1.420 1.048
H -0.402 -1.386 2.200
H -0.969 -1.731 0.657
H -2.191 0.140 0.917
H -1.507 0.869 2.223
```

Calculated values
Total charge: +1
Gap between HOMO and LUMO: 8.8 eV
Highest occupied orbital energy: -13.942 eV
Multiplicity: 1
SMILES: C=[NH+]CCCN

***

Most stable = run i

***

Run i
DFT (wB97M-V/def2-TZVPD) results for a 2-piece molecular cluster, C4H11N2 overall.

```
17
Properties=species:S:1:pos:R:3
C -1.172 -0.219 2.347
C -1.213 0.745 1.449
N -0.005 1.430 1.026
H -0.220 -0.625 2.678
H -2.056 -0.679 2.759
H -2.123 1.098 0.987
H 0.718 1.275 1.725
H -0.150 2.429 0.918
C 0.880 -1.041 -1.272
C 0.275 -1.705 -2.227
N 0.934 0.414 -1.209
H 1.373 -1.528 -0.442
H 0.112 -2.771 -2.148
H -0.131 -1.236 -3.117
H 0.377 0.814 -1.964
H 0.510 0.858 -0.167
H 1.892 0.740 -1.343
```

Calculated values
Total charge: +1
Gap between HOMO and LUMO: 10.4 eV
Highest occupied orbital energy: -13.485 eV
Multiplicity: 1

***

Run ii
DFT (wB97M-V/def2-TZVPD) results for a 3-piece molecular cluster, C4H11N2 overall.

```
17
Properties=species:S:1:pos:R:3
C -1.452 -0.904 0.171
C -0.284 0.575 -1.113
C 0.803 0.638 -0.046
C 1.846 -0.179 -0.359
N 3.128 -0.164 0.197
N -2.710 -0.170 0.632
H -0.760 -1.324 0.921
H -1.680 -1.577 -0.719
H -0.762 1.522 -1.339
H -0.261 -0.026 -2.111
H 0.877 1.586 0.537
H 1.652 -0.678 -1.303
H 3.735 0.747 -0.136
H -0.708 1.028 2.303
H 3.213 -0.408 1.220
H -3.149 -1.034 1.000
H -3.489 0.367 0.144
```

Calculated values
Total charge: +1
Gap between HOMO and LUMO: 4.6 eV
Highest occupied orbital energy: -12.437 eV
Multiplicity: 1

***

Run iii
DFT (wB97M-V/def2-TZVPD) results for C4H11N2 as an isolated structure.

```
17
Properties=species:S:1:pos:R:3
C 0.111 1.604 -0.122
C -1.048 0.700 -0.670
C -0.499 -0.715 -1.088
C 0.584 -2.318 0.544
N 0.214 -1.158 0.086
N 0.634 1.041 1.191
H 0.853 1.481 -0.853
H -0.114 2.736 -0.026
H -1.408 1.190 -1.604
H -1.857 0.726 0.090
H 0.167 -0.531 -1.970
H -1.207 -1.479 -1.321
H -0.267 -3.052 0.848
H 1.619 -2.498 0.680
H 1.582 1.335 1.434
H 0.502 -0.205 0.744
H 0.134 1.143 2.037
```

Calculated values
Total charge: +1
Gap between HOMO and LUMO: 8.8 eV
Highest occupied orbital energy: -14.014 eV
Multiplicity: 1

***

Most stable = run i

***

Run i
DFT (wB97M-V/def2-TZVPD) results for a 2-piece molecular cluster, C4H11N2 overall.

```
17
Properties=species:S:1:pos:R:3
C 1.299 -0.393 0.051
C 0.472 0.802 0.191
C 1.669 -1.203 1.256
C 0.232 2.164 0.591
N -2.363 -0.823 -1.591
N -0.140 -0.190 -0.315
H 1.986 -0.445 -0.787
H 0.972 -1.037 2.075
H 2.665 -0.907 1.582
H 1.692 -2.265 1.021
H 0.795 2.838 -0.059
H 0.605 2.335 1.602
H -0.827 2.409 0.528
H -2.992 -0.041 -1.719
H -2.121 -1.192 -2.506
H -1.092 -0.500 -0.844
H -2.852 -1.551 -1.077
```

Calculated values
Total charge: +1
Gap between HOMO and LUMO: 11.6 eV
Highest occupied orbital energy: -15.080 eV
Multiplicity: 1

***

Run ii
DFT (wB97M-V/def2-TZVPD) results for a 2-piece molecular cluster, C4H11N2 overall.

```
17
Properties=species:S:1:pos:R:3
C 0.121 -1.035 -1.217
C -0.083 -1.577 -2.399
N -0.273 -1.740 0.022
H 0.511 -0.049 -1.012
H 0.162 -1.014 -3.285
H -0.519 -2.562 -2.513
H -0.757 -1.069 0.617
H -0.909 -2.513 -0.157
H 0.525 -2.083 0.568
C -0.069 2.493 0.307
C -0.329 1.486 1.136
N 0.600 0.781 1.894
H 0.935 2.881 0.185
H -0.847 2.944 -0.284
H -1.368 1.217 1.313
H 1.552 0.730 1.595
H 0.321 0.104 2.566
```

Calculated values
Total charge: +1
Gap between HOMO and LUMO: 8.3 eV
Highest occupied orbital energy: -12.048 eV
Multiplicity: 1

***

Run iii
DFT (wB97M-V/def2-TZVPD) results for an isolated ion of composition C4H11N2 and charge +1.

```
17
Properties=species:S:1:pos:R:3
C 1.101 2.230 -0.330
N 0.594 1.295 0.384
C -0.885 0.999 0.307
C -1.174 -0.373 -0.406
C -0.415 -1.555 0.309
N 1.071 -1.447 0.066
H 0.362 2.927 -0.712
H 2.175 2.199 -0.515
H -1.191 1.021 1.344
H -1.330 1.807 -0.279
H -2.233 -0.706 -0.289
H -0.960 -0.343 -1.479
H -0.518 -1.472 1.384
H -0.730 -2.537 0.024
H 1.474 -2.055 0.782
H 1.381 -0.465 0.340
H 1.277 -1.526 -0.931
```

Calculated values
Total charge: +1
Gap between HOMO and LUMO: 10.8 eV
Highest occupied orbital energy: -13.988 eV
Multiplicity: 1
SMILES: C=NCCC[NH3+]

***

Run iv
DFT (wB97M-V/def2-TZVPD) results for an isolated ion of composition C4H11N2 and charge +1.

```
17
Properties=species:S:1:pos:R:3
C -2.755 0.300 0.311
N -1.436 -0.318 -0.038
C -0.256 0.459 0.029
N 0.970 -0.004 -0.168
C 2.077 0.956 0.170
C 1.275 -1.260 -0.507
H -2.665 1.288 -0.058
H -3.507 -0.279 -0.271
H -3.020 0.364 1.343
H -1.685 -1.253 -0.395
H -0.239 1.584 0.481
H 2.657 1.131 -0.752
H 1.795 1.912 0.591
H 2.578 0.474 0.910
H 0.575 -2.045 -0.213
H 1.452 -1.754 -1.539
H 2.183 -1.556 0.106
```

Calculated values
Total charge: +1
Gap between HOMO and LUMO: 10.5 eV
Highest occupied orbital energy: -14.258 eV
Multiplicity: 1
SMILES: CNC=[N+](C)C

***

Most stable = run iii

***

Run i
DFT (wB97M-V/def2-TZVPD) results for an isolated ion of composition C4H11N2 and charge +1.

```
17
Properties=species:S:1:pos:R:3
C -2.184 -0.125 0.523
C -1.125 -0.151 -0.550
N 0.177 -1.138 -0.039
C 1.029 0.009 -0.487
C 2.161 0.059 0.531
N -0.174 0.955 -0.391
H -1.801 0.038 1.439
H -2.742 -1.012 0.700
H -2.863 0.518 0.157
H -1.295 -0.469 -1.494
H 0.204 -2.027 -0.538
H 1.149 -0.145 -1.571
H 2.954 -0.614 0.293
H 1.978 -0.044 1.595
H 2.650 0.975 0.345
H -0.091 1.434 0.569
H -0.029 1.735 -1.082
```

Calculated values
Total charge: +1
Gap between HOMO and LUMO: 10.8 eV
Highest occupied orbital energy: -14.232 eV
Multiplicity: 1
SMILES: C[C@@H]1N[C@H](C)[NH2+]1

***

Run ii
DFT (wB97M-V/def2-TZVPD) results for an isolated ion of composition C4H11N2 and charge +1.

```
17
Properties=species:S:1:pos:R:3
C -0.442 -1.273 -1.568
C 0.022 -0.008 -0.969
N -1.049 0.880 -0.158
C 0.162 0.061 0.543
C 1.276 1.258 1.144
N -0.146 -1.001 1.278
H -0.853 -1.980 -0.828
H 0.434 -1.777 -2.006
H -1.261 -0.992 -2.341
H 0.781 0.609 -1.405
H -0.920 1.864 -0.339
H -1.963 0.479 -0.046
H 0.699 2.199 0.809
H 2.265 1.134 0.700
H 1.283 1.322 2.168
H 0.025 -0.955 2.278
H -0.311 -1.820 0.742
```

Calculated values
Total charge: +1
Gap between HOMO and LUMO: 11.6 eV
Highest occupied orbital energy: -14.506 eV
Multiplicity: 1
SMILES: C[C@H]1[NH2+][C@@]1(C)N

***

Most stable = run ii